[1]
Below is a cluster of 2 separate species, C3HN2O3 in total, with properties calculated with the ωB97M-V functional and the def2-TZVPD basis.

The orbital gap comes out at 0.281 Ha. The calculation puts the total energy at -450.19209 a.u. The charge is -1. The calculation puts the relative energy (zero: lowest compared OMol25 entry of this formula, charge and spin) at 38.7 kcal/mol.

Last column: natural (NBO) charge in e.
Cartesian coordinates (Å):
C 0.2367 0.5868 1.1665  0.47
C 1.7989 -0.4402 -0.4501  0.88
C -1.7252 -0.1670 -0.8725  0.69
N -2.0393 0.4130 0.1284  -0.83
N 0.7355 -0.1006 0.0195  -0.62
O 0.9090 0.6657 2.2118  -0.62
O -1.6444 -0.8058 -1.8694  -0.69
O 2.5656 -0.9313 -1.1406  -0.52
H -0.8368 0.7793 0.8063  0.25

[2]
Below is the ion C3HN2OS with charge +1, with properties calculated with the ωB97M-V functional and the def2-TZVPD basis.

The orbital gap comes out at 0.342 Ha. The calculation puts the total energy at -697.32783 a.u. The charge is +1. The calculation puts the relative energy (zero: lowest compared OMol25 entry of this formula, charge and spin) at 108.1 kcal/mol.

Last column: natural (NBO) charge in e.
Cartesian coordinates (Å):
C 1.1584 -1.7173 -1.3189  -0.06
C 1.3145 -0.2252 -0.7853  0.67
C -0.3155 -1.5138 -0.4045  0.17
N 0.6057 -2.6269 -0.4177  -0.22
N 0.0681 -0.1171 -0.2609  -0.60
O 2.2407 0.4747 -0.9056  -0.39
S -0.2895 -2.3476 -1.9494  0.94
H -0.5898 0.5691 0.0414  0.48

[3]
Below is a cluster of 2 separate species, C3HN2OS2 in total, with properties calculated with the ωB97M-V functional and the def2-TZVPD basis.

The orbital gap comes out at 0.266 Ha. The calculation puts the total energy at -1096.06856 a.u. The charge is -1. The calculation puts the relative energy (zero: lowest compared OMol25 entry of this formula, charge and spin) at 19.8 kcal/mol.

Last column: natural (NBO) charge in e.
Cartesian coordinates (Å):
C -1.6157 -1.0198 0.7827  0.11
C -0.3900 1.3476 -0.6752  0.87
C 1.5622 -0.1233 -0.1316  -0.16
N 0.7144 0.9551 -0.4377  -0.56
N -1.7153 -0.3561 -0.1633  -0.38
O -1.2016 2.1558 -0.9947  -0.58
S 2.5290 -0.6511 -1.3299  -0.20
S 1.2385 -0.7959 1.3917  -0.35
H -1.1215 -1.5123 1.5580  0.25

[4]
Below is an isolated molecule of C3HN3O, with properties calculated with the ωB97M-V functional and the def2-TZVPD basis.

As for the SMILES: N#CC(C#N)=NO. The orbital gap comes out at 0.343 Ha. The calculation puts the total energy at -354.23875 a.u. The charge is 0. The calculation puts the relative energy (zero: lowest compared OMol25 entry of this formula, charge and spin) at 80.5 kcal/mol.

Last column: natural (NBO) charge in e.
Cartesian coordinates (Å):
N 1.8464 -1.5750 1.3325  -0.21
C 0.8608 -1.1797 0.6470  0.24
C -0.0129 -0.2568 0.0631  -0.05
C -1.1019 0.1964 0.8180  0.22
N -1.9500 0.0235 1.7751  -0.16
N 0.3676 0.0624 -1.0997  0.01
O -0.3486 1.2624 -1.4533  -0.53
H 0.3386 1.4669 -2.0827  0.49

[5]
Below is an isolated molecule of C3HN3O2, with properties calculated with the ωB97M-V functional and the def2-TZVPD basis.

As for the SMILES: N#Cc1nonc1O. The orbital gap comes out at 0.361 Ha. The calculation puts the total energy at -429.46787 a.u. The charge is 0. The calculation puts the relative energy (zero: lowest compared OMol25 entry of this formula, charge and spin) at 115.8 kcal/mol.

Last column: natural (NBO) charge in e.
Cartesian coordinates (Å):
N -2.0716 1.7280 1.0235  -0.27
C -0.8837 1.4152 0.6170  0.25
C 0.3144 0.5888 0.3189  -0.06
N 1.5297 0.6567 -0.2327  -0.02
O 1.8645 -0.5303 -0.7704  -0.07
N 0.8605 -1.3434 -0.8454  -0.11
C -0.1232 -0.7177 -0.2604  0.43
O -1.3701 -1.2827 0.2535  -0.67
H -2.0306 -0.5036 0.4648  0.51

[6]
Below is a cluster of 2 separate species, C3HN3S in total, with properties calculated with the ωB97M-V functional and the def2-TZVPD basis.

The spin multiplicity is 3. The orbital gap (alpha / beta) comes out at 0.246 / 0.232 Ha. The expectation value of S² is 2.024. The calculation puts the total energy at -677.00537 a.u. The charge is 0. The calculation puts the relative energy (zero: lowest compared OMol25 entry of this formula, charge and spin) at 95.2 kcal/mol.

Last column: natural (NBO) charge in e.
Cartesian coordinates (Å):
C -1.9545 -0.2724 0.0147  0.39
C 1.3563 -1.3903 -0.0953  0.06
C 0.2657 2.6010 0.1581  -0.12
N -3.0921 -0.1047 0.1557  -0.38
N 0.3035 -0.8961 -0.2158  0.07
N -0.7299 -0.2777 -0.3214  -0.38
S 1.6827 2.2182 0.0248  0.11
H 2.1682 -1.8779 0.2792  0.25

[7]
Below is an isolated molecule of C3HN5O3, with properties calculated with the ωB97M-V functional and the def2-TZVPD basis.

The spin multiplicity is 3. The orbital gap (alpha / beta) comes out at 0.212 / 0.270 Ha. The expectation value of S² is 2.022. The calculation puts the total energy at -614.03773 a.u. The charge is 0.

Last column: natural (NBO) charge in e.
Cartesian coordinates (Å):
C 0.9559 -0.4570 0.7503  0.37
C 2.4705 -0.9802 0.1612  0.22
C 4.2129 1.9897 0.0167  0.86
N 3.4864 -0.2723 -0.0509  -0.19
N 3.4950 1.0275 0.0705  -0.39
N -0.9966 0.6895 0.0753  -0.27
N -0.0086 0.0219 0.2633  -0.24
N 2.5181 -2.4074 0.0260  0.48
O 4.6567 3.0549 0.0445  -0.47
O 1.5797 -3.0300 0.4711  -0.38
O 3.4736 -2.8692 -0.5481  -0.35
H -1.8641 0.2005 -0.1035  0.36

[8]
Below is the ion C3HN6O6 with charge -1, with properties calculated with the ωB97M-V functional and the def2-TZVPD basis.

The orbital gap (alpha / beta) comes out at 0.237 / 0.290 Ha. The calculation puts the total energy at -894.50695 a.u. The charge is -1.

Last column: natural (NBO) charge in e.
Cartesian coordinates (Å):
C -1.8648 -0.5602 -0.6446  -0.09
C -1.6346 0.6951 -0.3085  0.07
C 0.6058 0.3913 0.0372  0.47
N -0.4314 1.1150 0.2255  -0.48
N 1.3501 -1.7577 -0.6352  -0.11
N 0.7620 -0.6877 -0.7300  -0.27
N -2.5606 1.8648 -0.6058  0.51
N 1.8846 0.8941 0.6566  0.51
N 1.6895 -2.3059 0.6231  0.55
O -3.7325 1.6376 -0.9293  -0.42
O 1.7731 1.8278 1.4265  -0.35
O 1.5581 -1.6455 1.6734  -0.47
O -2.0675 2.9561 -0.7134  -0.34
O 2.9398 0.3705 0.3538  -0.37
O 2.2087 -3.4191 0.5792  -0.42
H -2.4802 -1.3761 -1.0084  0.21